Below is an isolated molecule of C2H5NO2S, with properties calculated with wB97M-V/def2-TZVPD.

CARTESIAN COORDINATES (ANGSTROEM)
C (-0.16652, 1.28348, -0.85473)
C (0.04281, -1.08701, -0.37879)
H (0.04716, 1.80876, 0.05943)
H (-1.25750, 1.21984, -0.82240)
H (0.11948, 1.88996, -1.72402)
H (-0.29901, -1.87719, 1.44909)
H (1.09450, 0.15285, 1.79195)
N (-0.19471, -0.99278, 0.94781)
O (0.45245, 0.00443, -1.03873)
O (0.13908, 0.14958, 1.68031)
S (0.02226, -2.55192, -1.10991)

Cartesian forces (eV/Å) of the 6 atoms listed first:
-0.85 0.59 -0.48
0.86 -0.04 -0.09
0.79 -0.07 0.33
0.00 -0.42 -0.36
0.00 -0.33 0.31
0.02 0.64 -0.04

Results
- E_HOMO (hartree) = -0.3167
- energy above the lowest of the compared OMol25 structures with the same formula, charge and spin (kcal per mole) = 60.03
- structure (SMILES) = COC(=S)NO
- 2S+1 = 1
- HOMO-LUMO gap (eV) = 9.09



Below is a cluster of 11 separate species, C40H60Br8N4O3 in total, with properties calculated with wB97M-V/def2-TZVPD.

CARTESIAN COORDINATES (ANGSTROEM)
Br (-0.75485, 1.55559, -1.51050)
C (0.70471, 1.05689, -0.28752)
C (0.14404, 0.50261, 0.98568)
Br (1.57570, 0.24114, 2.33315)
H (1.25548, 1.95391, -0.00451)
H (1.34081, 0.41301, -0.89489)
H (-0.32277, -0.46472, 0.80007)
H (-0.57670, 1.27446, 1.25565)
Br (1.66757, 3.46929, -7.09719)
C (2.78860, 2.94712, -5.54608)
C (1.97336, 2.02538, -4.71608)
Br (2.88426, 1.85556, -2.93227)
H (2.98670, 3.88673, -5.03034)
H (3.65649, 2.44947, -5.97876)
H (1.79502, 1.03215, -5.12811)
H (1.01095, 2.45711, -4.44133)
Br (-0.91832, 0.97616, -6.03946)
C (-2.44003, -0.13457, -5.48018)
C (-3.13263, 0.55864, -4.28029)
Br (-4.52303, -0.64759, -3.53908)
H (-2.04945, -1.11712, -5.21534)
H (-2.99898, -0.20621, -6.41321)
H (-3.61735, 1.50330, -4.52679)
H (-2.36853, 0.70312, -3.51649)
Br (6.41762, 1.54022, 1.84800)
C (4.76909, 1.85200, 2.90256)
C (4.73787, 1.08660, 4.24466)
Br (4.84956, -0.85701, 3.97725)
H (3.91708, 1.53029, 2.30365)
H (4.70183, 2.93457, 3.01032)
H (3.77233, 1.30689, 4.69999)
H (5.56332, 1.34308, 4.90871)
N (5.71929, -0.88221, -2.22984)
C (4.90750, -0.63244, -1.18568)
C (4.15654, -1.58262, -0.48386)
C (4.22402, -2.90692, -0.88406)
C (5.02453, -3.24940, -1.96304)
C (5.79636, -2.22008, -2.53747)
H (4.90225, 0.40063, -0.87083)
H (3.46950, -1.26373, 0.28601)
H (3.64857, -3.65111, -0.35355)
H (5.13748, -4.28252, -2.25684)
H (6.49637, -2.47575, -3.31915)
N (2.23104, 3.95170, 2.05219)
C (0.90188, 4.17297, 2.20996)
C (0.10051, 4.49994, 1.13355)
C (0.74571, 4.67850, -0.12825)
C (2.12436, 4.74301, -0.20913)
C (2.80913, 4.33694, 0.91273)
H (0.49608, 3.96367, 3.18871)
H (-0.95181, 4.70424, 1.26509)
H (0.15905, 5.10647, -0.92766)
H (2.55674, 5.10055, -1.13196)
H (3.88768, 4.30865, 0.96101)
N (-6.25494, 2.45074, 1.05015)
C (-6.27200, 2.26286, -0.29273)
C (-5.16355, 2.58271, -1.08679)
C (-3.96896, 3.02851, -0.45813)
C (-4.00162, 3.23643, 0.94151)
C (-5.20243, 3.01677, 1.63851)
H (-7.17033, 1.83444, -0.71208)
H (-5.25448, 2.37761, -2.14322)
H (-3.10429, 3.27925, -1.05469)
H (-3.15966, 3.65876, 1.46984)
H (-5.28764, 3.10845, 2.71123)
N (-2.19791, 1.18841, 3.61322)
C (-1.40294, 1.92254, 4.41868)
C (-1.87530, 2.56046, 5.54880)
C (-3.18460, 2.32799, 5.98134)
C (-3.95109, 1.40163, 5.24771)
C (-3.40787, 0.91079, 4.06346)
H (-0.37983, 2.18114, 4.18895)
H (-1.21076, 3.25539, 6.04060)
H (-3.47776, 2.99242, 6.78071)
H (-4.99153, 1.18893, 5.44428)
H (-3.98048, 0.30225, 3.37921)
C (-4.43604, -2.82044, 1.34167)
C (-4.27831, -1.75980, 0.32970)
C (-2.83492, -1.33996, 0.38884)
O (-2.11964, -2.37123, 1.17029)
C (-3.06907, -3.47340, 1.43947)
H (-5.18332, -3.57727, 1.10318)
H (-4.81997, -2.34774, 2.24569)
H (-4.94832, -0.92079, 0.51752)
H (-4.52860, -2.14978, -0.65689)
H (-2.72948, -0.32433, 0.77023)
H (-2.48851, -1.26120, -0.64164)
H (-2.87061, -3.83455, 2.44857)
H (-3.05375, -4.22358, 0.64884)
C (-0.67980, -2.35369, -2.99730)
C (0.22717, -1.46399, -3.89492)
C (1.59136, -1.95733, -3.50070)
O (1.37621, -2.31789, -2.09764)
C (0.03165, -2.42414, -1.68035)
H (-0.58752, -3.37904, -3.35541)
H (-1.74336, -2.12779, -2.92024)
H (0.21649, -0.40544, -3.63525)
H (0.15436, -1.46528, -4.98249)
H (2.37696, -1.23038, -3.70679)
H (1.83043, -2.83586, -4.09998)
H (-0.32108, -1.55648, -1.12280)
H (-0.16969, -3.40952, -1.26013)
C (1.35537, -5.31088, 1.29582)
C (0.71124, -3.99284, 1.82250)
C (1.87847, -3.32362, 2.55625)
O (2.57256, -4.44888, 3.14257)
C (2.24312, -5.73216, 2.55134)
H (2.00551, -5.15521, 0.43490)
H (0.67844, -6.14758, 1.12313)
H (-0.09529, -4.14990, 2.53870)
H (0.26910, -3.35257, 1.05917)
H (1.67988, -2.55243, 3.30051)
H (2.56789, -2.90690, 1.82199)
H (1.59301, -6.24713, 3.25864)
H (3.14544, -6.26606, 2.25325)

Cartesian forces (eV/Å) of the 6 atoms listed first:
0.21 -0.09 0.30
1.15 0.26 -0.10
-0.37 -0.16 -0.69
-0.86 0.13 -0.66
-0.13 0.38 -0.58
-0.10 -0.18 0.27

Results
- <S²> = 0.7602
- E_HOMO (alpha / beta) (hartree) = -0.0155 / -0.1832
- total charge = -1
- 2S+1 = 2
- HOMO-LUMO gap (alpha / beta) (eV) = 2.22 / 6.78



Below is an isolated molecule of C3H8N2S, with properties calculated with wB97M-V/def2-TZVPD.

CARTESIAN COORDINATES (ANGSTROEM)
C (0.87754, -0.94786, 1.02976)
C (-0.48362, -0.38247, 0.65731)
C (-2.53566, 0.67803, -1.87075)
H (2.43022, 0.70772, 2.01270)
H (1.00217, -1.11112, 2.10800)
H (1.06727, -1.92698, 0.54402)
H (-0.65713, 0.58023, 1.20529)
H (-1.27778, -1.03658, 1.04146)
H (-0.07626, 0.43784, -1.19068)
H (-3.59100, 0.91760, -1.92091)
H (-1.89829, 0.97803, -2.69763)
N (-0.71969, -0.21042, -0.75701)
N (-2.09703, 0.05510, -0.86145)
S (2.22302, 0.34090, 0.70807)

Cartesian forces (eV/Å) of the 6 atoms listed first:
0.66 0.45 0.14
-0.12 0.34 1.51
0.25 -0.04 -0.12
-0.25 -0.27 -0.77
-0.55 -0.04 -0.31
0.20 0.83 -0.04

Results
- E_HOMO (hartree) = -0.3292
- energy above the lowest of the compared OMol25 structures with the same formula, charge and spin (kcal per mole) = 54.35
- structure (SMILES) = C=NNCCS
- 2S+1 = 1
- HOMO-LUMO gap (eV) = 9.83